# 1
{
  "formula": "C21H28AsCuN3OSi2",
  "method": "wB97M-V/def2-TZVPD",
  "elements": ["Cu", "O", "N", "C", "C", "C", "C", "C", "C", "C", "C", "N", "H", "H", "H", "H", "H", "H", "N", "C", "C", "C", "C", "C", "C", "C", "H", "H", "H", "H", "C", "Si", "C", "C", "As", "Si", "C", "C", "C", "H", "H", "H", "H", "H", "H", "H", "H", "H", "H", "H", "H", "H", "H", "H", "H", "H", "H"],
  "coordinates": [[6.580, -16.181, 7.122], [5.692, -15.073, 8.383], [5.895, -16.196, 8.879], [7.088, -18.014, 6.610], [7.022, -18.903, 7.821], [5.790, -19.504, 8.257], [5.704, -20.137, 9.500], [6.835, -20.355, 10.250], [8.086, -19.933, 9.766], [8.140, -19.186, 8.580], [6.749, -20.987, 11.457], [6.838, -21.537, 12.484], [6.201, -18.228, 5.966], [8.058, -17.987, 6.124], [4.890, -19.469, 7.626], [4.700, -20.383, 9.877], [8.929, -19.953, 10.442], [9.056, -18.704, 8.193], [8.607, -12.361, 1.140], [8.323, -12.827, 2.158], [7.889, -13.606, 3.276], [8.718, -13.742, 4.380], [8.303, -14.433, 5.516], [7.180, -15.199, 5.588], [6.434, -15.189, 4.344], [6.702, -14.357, 3.273], [9.633, -13.201, 4.328], [8.975, -14.512, 6.336], [5.601, -15.826, 4.386], [5.992, -14.290, 2.400], [8.231, -13.494, 12.026], [7.209, -13.666, 10.541], [8.232, -13.257, 8.961], [5.809, -12.508, 10.422], [6.974, -16.033, 10.455], [4.998, -16.325, 11.774], [3.605, -15.215, 11.108], [4.359, -18.075, 12.010], [5.514, -15.633, 13.452], [8.442, -12.472, 12.419], [9.209, -13.962, 11.912], [7.876, -14.052, 12.948], [8.633, -12.265, 9.023], [7.534, -13.380, 8.129], [9.101, -13.924, 8.857], [6.301, -11.614, 10.161], [5.073, -12.299, 11.255], [5.222, -12.759, 9.561], [3.064, -15.655, 10.256], [3.907, -14.182, 10.878], [2.786, -15.120, 11.837], [4.306, -18.673, 11.109], [3.253, -18.145, 12.301], [4.839, -18.699, 12.821], [5.457, -14.549, 13.405], [6.507, -15.919, 13.900], [4.802, -15.980, 14.229]],
  "nbo_charge": [1.0612, -0.5426, -0.4480, -0.8337, 0.0088, -0.2389, -0.1454, -0.2885, -0.1421, -0.2030, 0.3100, -0.3813, 0.2067, 0.2152, 0.2064, 0.2115, 0.2158, 0.2024, -0.3715, 0.3074, -0.2436, -0.1503, -0.2930, -0.3804, -0.1911, -0.2068, 0.2023, 0.1975, 0.1859, 0.2114, -1.1835, 1.3850, -1.0956, -1.1579, 0.0764, 1.3720, -1.1206, -1.1432, -1.1352, 0.2350, 0.2499, 0.2488, 0.2184, 0.2578, 0.2307, 0.2326, 0.2368, 0.2635, 0.2467, 0.2410, 0.2245, 0.2471, 0.2347, 0.2532, 0.2292, 0.2408, 0.2297],
  "total_charge": -1,
  "homo_energy_ev": [-4.0, -4.2],
  "de_lowest_kcal_mol": 42.9
}

# 2
{
  "formula": "C21H28BrF5N2O16P",
  "method": "wB97M-V/def2-TZVPD",
  "elements": ["N", "P", "N", "C", "C", "C", "C", "C", "C", "O", "Br", "H", "H", "H", "H", "H", "H", "H", "H", "H", "H", "H", "H", "H", "C", "C", "O", "C", "O", "O", "F", "H", "H", "H", "C", "C", "O", "C", "O", "O", "F", "H", "H", "H", "C", "C", "O", "C", "O", "O", "F", "H", "H", "H", "C", "C", "O", "C", "O", "O", "F", "H", "H", "H", "C", "C", "O", "C", "O", "O", "F", "H", "H", "H"],
  "coordinates": [[1.116, -1.725, -0.047], [0.136, -0.605, -0.629], [0.931, -0.045, -2.152], [0.533, -1.038, -3.211], [1.261, -0.379, -4.477], [1.297, 1.204, -4.133], [0.737, 1.347, -2.641], [1.763, 2.168, -1.747], [1.842, 3.661, -2.242], [0.877, 4.241, -2.566], [3.655, 4.420, -2.306], [0.616, -2.618, -0.003], [0.000, 0.433, 0.328], [-1.111, -1.203, -0.925], [1.939, -0.213, -2.036], [-0.556, -1.235, -3.313], [1.072, -1.957, -2.867], [0.718, -0.653, -5.406], [2.257, -0.894, -4.452], [0.706, 1.671, -4.950], [2.386, 1.456, -4.212], [-0.294, 1.777, -2.632], [1.364, 2.153, -0.703], [2.792, 1.736, -1.776], [-4.232, -3.347, -1.337], [-4.233, -4.528, -2.264], [-3.208, -4.204, -3.189], [-2.323, -3.429, -2.511], [-1.215, -3.193, -2.882], [-2.856, -2.958, -1.349], [-5.404, -4.625, -2.929], [-4.846, -2.523, -1.707], [-4.559, -3.605, -0.331], [-4.003, -5.481, -1.782], [7.273, 5.714, -4.811], [6.431, 4.547, -5.240], [7.383, 3.527, -5.456], [8.421, 3.800, -4.607], [9.270, 3.025, -4.320], [8.348, 5.073, -4.129], [5.796, 4.804, -6.410], [7.665, 6.280, -5.658], [6.739, 6.395, -4.150], [5.703, 4.217, -4.494], [-2.514, -2.497, 3.623], [-1.220, -3.228, 3.449], [-0.938, -3.032, 2.068], [-1.503, -1.855, 1.743], [-1.243, -1.238, 0.737], [-2.387, -1.439, 2.665], [-1.368, -4.548, 3.681], [-3.382, -3.110, 3.372], [-2.643, -2.106, 4.630], [-0.395, -2.840, 4.051], [-1.898, 4.397, 1.606], [-1.236, 3.057, 1.460], [0.067, 3.288, 1.947], [-0.054, 4.293, 2.874], [0.776, 4.566, 3.672], [-1.253, 4.927, 2.761], [-1.149, 2.688, 0.151], [-1.710, 5.052, 0.752], [-2.974, 4.319, 1.759], [-1.707, 2.257, 2.037], [-3.612, -4.046, 8.803], [-2.510, -4.027, 7.783], [-3.113, -3.368, 6.681], [-4.048, -2.528, 7.217], [-4.555, -1.633, 6.621], [-4.317, -2.840, 8.508], [-2.167, -5.280, 7.406], [-4.283, -4.899, 8.678], [-3.236, -4.042, 9.824], [-1.617, -3.479, 8.094]],
  "mulliken_charge": [-0.8981, 0.9745, 0.0567, -0.6410, -0.8064, -0.6469, -0.0554, -0.6976, 0.3480, -0.4165, -0.1792, 0.2561, -0.3599, 0.0187, 0.6171, 0.3771, 0.4760, 0.3265, 0.3175, 0.3826, 0.1950, 0.4252, 0.2209, 0.6434, -0.4797, 0.2747, -0.3145, 0.5290, -0.4778, -0.1415, -0.2858, 0.2933, 0.2915, 0.3161, -0.4123, 0.7331, -0.3123, 0.6317, -0.4830, -0.3118, -0.2946, 0.2704, 0.2814, -0.0952, -0.2289, 0.3349, -0.2989, 0.5352, -0.4520, -0.3068, -0.2832, 0.2555, 0.1159, 0.3759, -0.4244, 0.3389, -0.2864, 0.5446, -0.4779, -0.3136, -0.2668, 0.2934, 0.3162, 0.2882, -0.4552, 0.2708, -0.2196, 0.6257, -0.4892, -0.3336, -0.2726, 0.2868, 0.2817, 0.2982],
  "total_charge": 1,
  "homo_energy_ev": -11.4
}

# 3
{
  "formula": "C21H28Cl2GeINO3RuS",
  "method": "wB97M-V/def2-TZVPD",
  "elements": ["Ru", "Cl", "C", "C", "C", "C", "C", "Cl", "C", "N", "H", "H", "H", "C", "C", "S", "O", "C", "C", "H", "H", "H", "H", "H", "H", "H", "H", "H", "H", "I", "C", "C", "C", "C", "C", "C", "C", "O", "O", "H", "H", "H", "H", "C", "Ge", "C", "C", "C", "H", "H", "H", "H", "H", "H", "H", "H", "H", "H", "H"],
  "coordinates": [[0.593, -0.633, -0.704], [0.811, 0.267, -3.276], [2.437, 0.789, -2.964], [3.060, 1.666, -3.814], [4.384, 2.023, -3.578], [5.070, 1.483, -2.496], [4.439, 0.609, -1.641], [5.286, -0.051, -0.294], [3.071, 0.242, -1.803], [2.424, -0.524, -0.944], [2.519, 2.076, -4.657], [4.881, 2.715, -4.244], [6.101, 1.751, -2.308], [-5.056, -0.016, -2.454], [-4.081, -0.383, -1.347], [-2.400, 0.232, -1.685], [-1.580, -0.486, -0.630], [-2.564, 1.954, -1.098], [-2.835, 2.047, 0.394], [-6.039, -0.426, -2.226], [-4.733, -0.420, -3.413], [-5.164, 1.065, -2.554], [-3.945, -1.462, -1.271], [-4.386, 0.003, -0.377], [-3.347, 2.406, -1.711], [-1.610, 2.421, -1.350], [-3.896, 1.972, 0.630], [-2.460, 2.999, 0.767], [-2.303, 1.256, 0.926], [0.688, 1.710, 6.583], [0.575, 1.951, 4.493], [0.241, 0.860, 3.710], [0.150, 1.029, 2.337], [0.378, 2.265, 1.748], [0.700, 3.348, 2.557], [0.815, 3.193, 3.930], [0.212, 2.494, 0.246], [-0.110, 3.618, -0.123], [0.473, 1.518, -0.548], [0.046, -0.104, 4.161], [-0.141, 0.181, 1.727], [0.860, 4.313, 2.095], [1.079, 4.037, 4.553], [-1.446, -2.978, 1.407], [0.349, -3.369, 0.672], [0.609, -5.331, 0.618], [1.742, -2.589, 1.851], [0.489, -2.632, -1.167], [-1.534, -3.361, 2.424], [-2.213, -3.450, 0.792], [-1.633, -1.904, 1.416], [0.496, -5.761, 1.614], [1.610, -5.560, 0.253], [-0.121, -5.793, -0.047], [1.371, -2.484, 2.870], [2.061, -1.612, 1.490], [2.620, -3.236, 1.870], [-0.409, -2.886, -1.737], [1.365, -3.039, -1.671]],
  "lowdin_spin": [2.4585, 0.1090, 0.1123, -0.0116, 0.1180, -0.0164, 0.1044, 0.0321, 0.0669, 0.7067, -0.0011, 0.0075, -0.0029, -0.0001, -0.0003, 0.0040, 0.0418, 0.0006, 0.0001, 0.0000, 0.0000, 0.0000, 0.0001, 0.0000, 0.0000, 0.0001, 0.0000, 0.0000, 0.0000, 0.0004, 0.0002, 0.0017, 0.0126, 0.0028, 0.0004, 0.0004, 0.0062, 0.0031, 0.0465, 0.0001, 0.0113, 0.0000, 0.0000, 0.0033, 0.0487, 0.0210, 0.0144, 0.0702, 0.0003, 0.0002, 0.0006, 0.0026, 0.0003, 0.0001, 0.0001, 0.0044, 0.0017, 0.0086, 0.0081],
  "homo_energy_ev": [-7.6, -8.4],
  "de_lowest_kcal_mol": 0.0,
  "spin_multiplicity": 5
}

# 4
{
  "formula": "C21H28Cl3MnO4",
  "method": "wB97M-V/def2-TZVPD",
  "elements": ["O", "C", "C", "H", "H", "C", "H", "H", "C", "H", "H", "H", "C", "H", "H", "H", "Mn", "C", "C", "C", "H", "C", "C", "H", "H", "H", "H", "C", "C", "C", "H", "C", "C", "H", "H", "H", "H", "O", "C", "C", "H", "H", "C", "H", "H", "C", "H", "H", "H", "H", "Cl", "C", "Cl", "Cl", "C", "O", "O"],
  "coordinates": [[0.446, -3.234, -1.724], [1.736, -3.864, -1.472], [1.497, -4.981, -2.477], [1.786, -4.144, -0.413], [2.561, -3.194, -1.733], [0.123, -4.281, -2.680], [1.393, -5.981, -2.051], [2.110, -4.942, -3.377], [-0.985, -5.194, -2.211], [-0.763, -5.532, -1.192], [-1.014, -6.062, -2.882], [-1.946, -4.675, -2.246], [-0.110, -3.706, -4.065], [0.695, -3.019, -4.358], [-1.073, -3.183, -4.082], [-0.156, -4.524, -4.792], [-0.893, 2.950, 1.008], [-0.745, 4.850, -0.095], [0.460, 4.714, 0.657], [1.106, 3.510, 0.244], [0.874, 5.463, 1.327], [0.284, 2.875, -0.759], [-0.860, 3.723, -0.978], [-1.601, 3.584, -1.763], [-1.394, 5.719, -0.076], [2.099, 3.198, 0.563], [0.536, 2.004, -1.358], [-2.970, 3.395, 1.834], [-2.996, 3.024, 0.462], [-2.445, 1.693, 0.331], [-3.499, 3.593, -0.315], [-2.109, 1.244, 1.657], [-2.415, 2.305, 2.571], [-2.401, 2.244, 3.655], [-3.384, 4.312, 2.258], [-2.426, 1.083, -0.569], [-1.815, 0.229, 1.916], [0.084, -1.937, 0.606], [0.037, -1.041, -0.539], [1.439, -0.453, -0.796], [-0.669, -0.212, -0.301], [-0.312, -1.573, -1.433], [2.314, -1.095, 0.304], [1.402, 0.618, -0.569], [1.789, -0.644, -1.827], [1.251, -1.477, 1.349], [3.040, -0.366, 0.714], [2.868, -1.989, -0.069], [1.032, -0.543, 1.935], [1.581, -2.294, 2.020], [2.042, 3.517, 5.077], [0.522, 2.984, 4.373], [-0.537, 2.290, 5.609], [-0.313, 4.412, 3.604], [0.837, 1.822, 3.316], [1.462, 0.846, 3.722], [0.425, 1.940, 2.090]],
  "lowdin_spin": [0.0000, 0.0000, 0.0000, 0.0000, 0.0000, 0.0000, 0.0000, 0.0000, 0.0000, 0.0000, 0.0000, 0.0000, 0.0000, 0.0000, 0.0000, 0.0000, 3.7265, 0.0719, -0.0104, 0.0666, 0.0007, -0.0058, -0.0609, -0.0010, 0.0056, 0.0054, 0.0030, 0.0541, -0.0063, -0.0646, 0.0010, 0.0684, -0.0098, 0.0008, 0.0047, -0.0003, 0.0053, 0.0001, 0.0004, 0.0002, 0.0004, 0.0000, 0.0000, 0.0002, 0.0000, 0.0002, 0.0000, 0.0000, 0.0001, 0.0000, 0.0010, 0.0015, 0.0011, 0.0250, 0.0101, 0.0064, 0.0986],
  "homo_energy_ev": [-7.4, -8.7],
  "de_lowest_kcal_mol": 0.0,
  "spin_multiplicity": 5
}

Number 1: E -149981.437 eV. Number 2: E -150881.173 eV. Number 3: E -132940.066 eV. Number 4: E -99304.380 eV.